Record 1
This record from the OMol25 dataset describes CHF2IO4S2 as an isolated structure in a non-equilibrium geometry. The level of theory is wB97M-V/def2-TZVPD.

ΔE to the lowest compared entry with this formula, charge and spin = 4.0205 eV

The geometry in ORCA input format:
```
! wB97M-V def2-TZVPD RIJCOSX def2/J DEFGRID3
* xyz 0 1
C 0.233 1.314 -0.330
O -1.598 1.192 -1.995
O -0.788 3.489 -1.370
O 0.931 1.924 -2.563
O 2.557 0.466 -1.251
F -2.165 2.207 0.215
F 0.456 -0.320 -2.166
S -1.172 2.158 -1.080
S 1.271 0.897 -1.631
I 1.452 2.559 0.795
H 0.242 -0.485 1.007
*
```


Record 2
This record from the OMol25 dataset describes a 2-piece molecular cluster, C5H8Cl2NS overall. The level of theory is wB97M-V/def2-TZVPD.

E = -1568.30336 Ha

The geometry in ORCA input format:
```
! wB97M-V def2-TZVPD RIJCOSX def2/J DEFGRID3
* xyz 1 1
C 1.282 1.704 1.847
C -0.026 1.356 1.221
Cl -0.119 -0.125 0.350
C -1.124 2.112 1.339
S -2.616 1.585 0.528
Cl -1.201 3.563 2.240
H 1.209 1.574 2.928
H 1.534 2.744 1.642
H 2.066 1.051 1.476
H -3.281 1.017 1.564
H -3.285 2.752 0.640
C 0.604 -2.880 -2.489
C 1.559 -3.897 -2.909
N 2.316 -4.693 -3.239
H -0.409 -3.183 -2.748
H 0.666 -2.746 -1.409
H 0.826 -1.934 -2.980
*
```


Record 3
This record from the OMol25 dataset describes a 8-piece molecular cluster, C44H53BrN10O4 overall in a non-equilibrium geometry. The level of theory is wB97M-V/def2-TZVPD.

SMILES = COCCC[C@@]1(CC(N)(N)N)OC(=O)O[C@H]1Br.c1ccncc1.c1ccncc1.c1ccncc1.c1ccncc1.c1ccncc1.c1ccncc1.c1ccncc1
E = -5130.81453 Ha

The geometry in ORCA input format:
```
! wB97M-V def2-TZVPD RIJCOSX def2/J DEFGRID3
* xyz 0 1
C 6.445 -0.995 -2.775
O 5.277 -1.134 -3.630
C 4.719 0.179 -3.841
C 3.183 -0.010 -4.353
C 2.460 1.424 -4.309
C 1.307 1.572 -3.201
C -0.098 1.111 -3.819
C -0.626 -0.326 -3.333
N 0.226 -1.475 -3.736
N -1.954 -0.537 -4.030
N -0.926 -0.419 -1.871
O 1.614 1.179 -1.821
C 0.809 2.096 -1.036
O 0.522 2.054 0.165
O 0.315 3.179 -1.874
C 1.344 3.175 -2.925
Br 2.937 3.806 -1.854
H 6.176 -1.281 -1.700
H 7.328 -1.591 -3.190
H 6.725 0.124 -2.759
H 5.272 0.780 -4.654
H 4.677 0.828 -2.889
H 2.734 -0.801 -3.673
H 3.267 -0.321 -5.449
H 2.022 1.604 -5.361
H 3.302 2.207 -4.207
H -0.014 1.063 -4.968
H -0.960 1.854 -3.619
H -0.320 -2.359 -3.771
H 0.886 -1.639 -2.948
H -1.856 -1.257 -4.758
H -2.293 0.350 -4.423
H -0.094 -0.647 -1.314
H -1.372 0.439 -1.511
H 1.152 3.846 -3.840
N -3.114 2.738 3.967
C -1.941 2.387 3.414
C -1.637 2.561 2.073
C -2.601 3.126 1.251
C -3.822 3.496 1.796
C -4.027 3.284 3.150
H -1.222 1.946 4.098
H -0.673 2.261 1.681
H -2.401 3.277 0.196
H -4.597 3.940 1.183
H -4.965 3.560 3.623
N -2.260 1.714 9.346
C -2.617 0.425 9.228
C -3.046 -0.151 8.043
C -3.116 0.649 6.912
C -2.755 1.985 7.005
C -2.335 2.466 8.235
H -2.549 -0.160 10.141
H -3.320 -1.198 8.005
H -3.448 0.236 5.966
H -2.798 2.637 6.141
H -2.038 3.502 8.358
N -2.513 -4.239 -3.779
C -2.362 -5.300 -4.588
C -3.321 -5.723 -5.493
C -4.510 -5.013 -5.569
C -4.695 -3.913 -4.744
C -3.673 -3.568 -3.874
H -1.416 -5.825 -4.489
H -3.143 -6.586 -6.123
H -5.286 -5.314 -6.265
H -5.610 -3.336 -4.777
H -3.768 -2.713 -3.211
N -2.823 -2.459 5.653
C -3.791 -3.389 5.647
C -4.318 -3.947 4.494
C -3.822 -3.518 3.271
C -2.823 -2.556 3.248
C -2.360 -2.063 4.457
H -4.149 -3.690 6.627
H -5.097 -4.697 4.549
H -4.210 -3.930 2.346
H -2.413 -2.197 2.312
H -1.577 -1.312 4.491
N -0.708 5.735 7.178
C -0.778 6.934 6.579
C -0.288 8.105 7.135
C 0.308 8.039 8.385
C 0.393 6.813 9.029
C -0.124 5.699 8.388
H -1.255 6.936 5.604
H -0.371 9.045 6.603
H 0.702 8.934 8.854
H 0.851 6.725 10.006
H -0.078 4.717 8.850
N 6.842 2.293 -0.432
C 7.968 2.447 0.283
C 8.190 1.845 1.511
C 7.191 1.037 2.036
C 6.017 0.862 1.319
C 5.893 1.506 0.099
H 8.717 3.090 -0.168
H 9.120 2.003 2.043
H 7.327 0.549 2.995
H 5.216 0.240 1.699
H 4.994 1.397 -0.501
N -1.658 -6.233 -8.705
C -1.020 -7.237 -9.328
C 0.301 -7.580 -9.084
C 1.008 -6.843 -8.145
C 0.373 -5.798 -7.489
C -0.952 -5.537 -7.801
H -1.613 -7.781 -10.055
H 0.764 -8.402 -9.615
H 2.043 -7.080 -7.928
H 0.895 -5.202 -6.750
H -1.492 -4.733 -7.312
*
```


Record 4
This record from the OMol25 dataset describes C42H32AsF6IrN3O10S2 as an isolated structure. The level of theory is wB97M-V/def2-TZVPD.

⟨S²⟩ = 6.065
ΔE to the lowest compared entry with this formula, charge and spin = 1.2870 eV

The geometry in ORCA input format:
```
! wB97M-V def2-TZVPD RIJCOSX def2/J DEFGRID3
* xyz -1 5
Ir 0.120 -0.005 1.052
C -3.129 -3.861 4.127
O -2.379 -2.695 3.815
C -3.078 -1.578 3.580
C -4.404 -1.411 3.813
C -5.051 -0.176 3.494
C -4.370 0.851 2.933
C -2.980 0.726 2.657
C -2.334 1.791 2.024
N -1.074 1.808 1.616
N -0.705 3.014 1.176
C 0.546 2.986 0.679
O 1.284 1.975 0.633
C 1.054 4.286 0.129
C 2.134 4.273 -0.747
C 2.615 5.460 -1.283
C 2.024 6.668 -0.939
C 0.945 6.686 -0.063
C 0.456 5.498 0.466
C -2.282 -0.484 3.027
O -1.048 -0.641 2.869
H -3.598 -3.770 5.110
H -2.420 -4.681 4.132
H -3.888 -4.047 3.365
H -4.989 -2.219 4.228
H -6.110 -0.076 3.691
H -4.875 1.769 2.659
H -2.908 2.693 1.830
H 2.585 3.327 -1.010
H 3.453 5.439 -1.970
H 2.399 7.595 -1.355
H 0.480 7.627 0.206
H -0.393 5.494 1.138
O 5.238 -0.890 1.218
C 4.398 -0.368 2.155
C 4.791 0.697 2.962
C 3.907 1.255 3.878
C 2.625 0.747 3.999
C 2.244 -0.310 3.180
C 3.102 -0.881 2.248
C 2.601 -1.986 1.330
O 3.205 -3.040 1.256
O 1.523 -1.687 0.665
H 6.095 -0.458 1.299
H 5.798 1.096 2.861
H 4.229 2.086 4.496
H 1.927 1.165 4.715
H 1.254 -0.745 3.309
C 5.181 1.138 -2.838
C 4.216 0.800 -3.783
C 2.933 0.468 -3.375
C 2.595 0.492 -2.021
C 3.567 0.813 -1.080
C 4.857 1.134 -1.489
As 0.785 0.032 -1.487
C -0.312 1.353 -2.404
C -1.682 1.298 -2.117
C -2.550 2.247 -2.639
C -2.056 3.277 -3.430
C -0.696 3.350 -3.700
C 0.174 2.392 -3.189
C 0.569 -1.551 -2.593
C -0.578 -1.744 -3.353
C -0.735 -2.908 -4.095
C 0.246 -3.886 -4.065
C 1.390 -3.701 -3.292
C 1.554 -2.538 -2.556
H 6.184 1.395 -3.156
H 4.466 0.788 -4.837
H 2.192 0.182 -4.111
H 3.317 0.822 -0.029
H 5.605 1.382 -0.745
H -2.073 0.508 -1.482
H -3.610 2.186 -2.416
H -2.729 4.029 -3.826
H -0.304 4.160 -4.306
H 1.233 2.469 -3.401
H -1.360 -0.996 -3.369
H -1.643 -3.059 -4.669
H 0.114 -4.804 -4.627
H 2.150 -4.473 -3.245
H 2.433 -2.415 -1.937
F -1.497 -4.915 1.893
C -0.780 -4.017 1.207
F -0.072 -3.300 2.048
F 0.014 -4.659 0.369
S -1.945 -2.960 0.157
O -1.522 -1.555 0.155
O -1.900 -3.633 -1.109
N -3.301 -3.131 0.979
S -4.670 -2.971 0.186
O -4.614 -2.018 -0.893
O -5.742 -2.899 1.136
C -5.014 -4.590 -0.637
F -4.389 -4.745 -1.790
F -6.332 -4.651 -0.870
F -4.683 -5.595 0.179
*
```


Record 5
This record from the OMol25 dataset describes a 2-piece molecular cluster, C31H20BF7O2S overall in a non-equilibrium geometry. The level of theory is wB97M-V/def2-TZVPD.

SMILES = Fc1cc(F)cc(C(B2Oc3ccccc3O2)c2cc(F)cc(F)c2)c1.Cc1ccc(-c2ccc(C(F)(F)F)cc2)s1
ΔE to the lowest compared entry with this formula, charge and spin = 1.6894 eV

The geometry in ORCA input format:
```
! wB97M-V def2-TZVPD RIJCOSX def2/J DEFGRID3
* xyz 0 1
F -3.411 2.428 -3.349
C -3.002 1.230 -2.774
C -3.766 0.086 -3.016
C -3.228 -1.110 -2.540
F -3.890 -2.295 -2.851
C -2.021 -1.179 -1.849
C -1.277 -0.017 -1.591
C 0.093 -0.143 -0.944
C 1.160 -0.515 -2.008
C 2.264 -1.364 -1.764
C 3.429 -1.123 -2.506
F 4.559 -1.867 -2.243
C 3.535 -0.106 -3.450
C 2.359 0.548 -3.805
F 2.411 1.542 -4.749
C 1.141 0.261 -3.192
C -1.797 1.206 -2.059
H -4.703 0.112 -3.585
H -1.648 -2.146 -1.496
H 0.090 -0.761 -0.033
H 2.216 -2.107 -0.966
H 4.458 0.079 -3.981
H 0.242 0.779 -3.491
H -1.288 2.148 -1.892
C 1.130 1.310 5.881
C 0.289 0.795 4.777
C -0.885 1.319 4.258
C -1.428 0.577 3.178
C -0.765 -0.627 2.939
B 0.821 1.213 -0.666
C -1.187 -1.692 2.052
C -0.366 -2.822 1.826
C -0.931 -3.990 1.358
C -2.300 -4.017 1.067
C -2.970 -5.356 0.901
F -4.144 -5.461 1.605
F -3.245 -5.604 -0.417
F -2.175 -6.372 1.352
C -3.021 -2.822 0.926
C -2.457 -1.653 1.403
O 0.282 2.479 -0.515
C 1.360 3.279 -0.202
C 2.496 2.458 0.040
C 3.777 2.915 -0.214
C 3.901 4.202 -0.760
C 2.782 4.997 -1.010
C 1.489 4.537 -0.749
O 2.127 1.157 -0.092
S 0.663 -0.679 3.943
H 0.509 1.938 6.531
H 1.536 0.466 6.467
H 1.995 1.916 5.557
H -1.358 2.203 4.682
H -2.284 0.932 2.620
H 0.722 -2.808 1.994
H -0.329 -4.890 1.266
H -4.019 -2.792 0.476
H -2.994 -0.692 1.284
H 4.636 2.238 -0.118
H 4.893 4.576 -1.016
H 2.930 5.998 -1.421
H 0.593 5.087 -1.072
*
```


Record 6
This record from the OMol25 dataset describes C26H21AsClF3NO5S6V as an isolated structure. The level of theory is wB97M-V/def2-TZVPD.

⟨S²⟩ = 0.766
ΔE to the lowest compared entry with this formula, charge and spin = 0.0000 eV

The geometry in ORCA input format:
```
! wB97M-V def2-TZVPD RIJCOSX def2/J DEFGRID3
* xyz -1 2
V 1.664 1.691 -0.165
Cl 1.629 -5.029 3.722
C 1.620 -3.447 2.978
C 0.631 -2.531 3.304
C 0.621 -1.288 2.703
C 1.585 -0.904 1.743
O 1.463 0.264 1.170
C 2.605 -1.854 1.473
C 3.742 -1.490 0.578
O 3.152 -1.361 -0.775
C 2.608 -3.104 2.079
H -0.130 -2.792 4.028
H -0.147 -0.567 2.955
H 4.532 -2.241 0.531
H 3.397 -3.809 1.848
S 5.434 0.639 0.412
S 5.638 1.831 2.069
S 3.706 2.185 2.705
S 2.652 3.261 1.320
S 0.661 3.718 -1.059
C -1.001 3.537 -1.626
C -1.570 4.604 -2.334
C -2.878 4.549 -2.778
C -3.670 3.432 -2.525
C -3.123 2.368 -1.827
C -1.803 2.410 -1.395
As -0.934 1.035 -0.373
C -1.738 -0.643 -0.918
C -2.258 -0.836 -2.193
C -2.754 -2.079 -2.563
C -2.719 -3.141 -1.670
C -2.185 -2.957 -0.402
C -1.699 -1.712 -0.027
C -1.796 1.285 1.359
C -3.084 0.821 1.613
C -3.685 1.057 2.841
C -3.004 1.767 3.822
C -1.726 2.241 3.570
C -1.120 1.999 2.343
H -0.965 5.481 -2.526
H -3.290 5.389 -3.325
H -4.698 3.396 -2.863
H -3.728 1.494 -1.616
H -2.262 -0.017 -2.900
H -3.163 -2.219 -3.557
H -3.099 -4.111 -1.963
H -2.137 -3.783 0.297
H -1.273 -1.582 0.962
H -3.618 0.259 0.856
H -4.685 0.687 3.032
H -3.472 1.950 4.781
H -1.189 2.796 4.329
H -0.116 2.366 2.166
F 2.344 -3.691 -2.301
C 3.653 -3.469 -2.153
F 4.072 -4.091 -1.044
F 4.291 -4.002 -3.200
S 3.999 -1.621 -2.091
O 5.431 -1.583 -1.813
O 4.178 -0.271 1.037
O 2.714 1.398 -1.290
N 0.446 0.619 -3.179
H 0.199 0.584 -4.162
H 0.922 -0.249 -2.957
H 1.133 1.358 -3.058
*
```


Record 7
This record from the OMol25 dataset describes an isolated ion of composition C6H13N2S and charge +1 in a non-equilibrium geometry. The level of theory is wB97M-V/def2-TZVPD.

ΔE to the lowest compared entry with this formula, charge and spin = 5.6635 eV

The geometry in ORCA input format:
```
! wB97M-V def2-TZVPD RIJCOSX def2/J DEFGRID3
* xyz 1 1
C 2.290 0.724 0.098
C 2.442 -0.683 -0.024
C -0.382 -0.803 -0.613
C -0.551 0.459 0.151
C -1.477 -1.758 -0.621
C -1.269 1.694 -0.436
N 2.953 1.720 0.130
N -0.849 0.162 1.549
S 0.940 -1.773 0.320
H 2.740 -0.926 -1.130
H 3.225 -1.138 0.682
H 0.017 -0.532 -1.737
H -2.539 -1.272 -0.819
H -1.546 -2.336 0.307
H -1.437 -2.374 -1.520
H -1.362 1.538 -1.527
H -0.898 2.759 -0.328
H -2.222 1.825 0.179
H 2.682 2.738 -0.106
H -0.695 0.987 2.139
H -0.221 -0.784 1.609
H -1.841 -0.229 1.697
*
```


Record 8
This record from the OMol25 dataset describes C3H10NS as an isolated structure in a non-equilibrium geometry. The level of theory is wB97M-V/def2-TZVPD.

ΔE to the lowest compared entry with this formula, charge and spin = 1.7634 eV

The geometry in ORCA input format:
```
! wB97M-V def2-TZVPD RIJCOSX def2/J DEFGRID3
* xyz 1 1
C 2.120 -1.111 -1.054
N 0.960 -1.547 -0.842
H 2.779 -1.485 -1.832
H 2.382 -0.176 -0.616
H 0.426 -1.184 0.144
H 0.712 -2.506 -1.083
C -1.294 1.276 -0.319
C -0.774 1.230 1.102
S -0.338 -0.540 1.559
H -1.135 2.226 -0.828
H -0.809 0.494 -0.908
H -2.325 0.988 -0.478
H -1.437 1.595 1.880
H 0.216 1.671 1.154
H -1.484 -0.929 2.122
*
```


Record 9
This record from the OMol25 dataset describes a 2-piece molecular cluster, C3H3N3O2 overall in a non-equilibrium geometry. The level of theory is wB97M-V/def2-TZVPD.

SMILES = [H]/N=C(/N)C#N.O=C=O
ΔE to the lowest compared entry with this formula, charge and spin = 1.6436 eV

The geometry in ORCA input format:
```
! wB97M-V def2-TZVPD RIJCOSX def2/J DEFGRID3
* xyz 0 1
C -0.424 1.984 0.662
C -0.102 0.605 0.387
C 0.229 -1.879 -1.402
N -0.676 3.129 0.713
N -0.241 0.177 -0.805
N 0.491 -0.083 1.358
O 0.356 -1.678 -2.508
O 0.122 -2.380 -0.372
H -0.448 0.721 -1.554
H 0.461 0.394 2.255
H 0.233 -0.990 1.267
*
```